(1)
{"formula": "C23H62AlN2O10S", "method": "ωB97M-V/def2-TZVPD", "e_homo_ha": -0.144, "total_charge": -1, "e_tot_ha": -2415.705628, "elements": ["O", "C", "C", "C", "Al", "C", "C", "S", "C", "N", "N", "C", "O", "H", "H", "H", "H", "H", "H", "H", "H", "H", "H", "H", "H", "H", "H", "C", "C", "O", "H", "H", "H", "H", "H", "H", "C", "C", "O", "H", "H", "H", "H", "H", "H", "C", "C", "O", "H", "H", "H", "H", "H", "H", "C", "C", "O", "H", "H", "H", "H", "H", "H", "C", "C", "O", "H", "H", "H", "H", "H", "H", "C", "C", "O", "H", "H", "H", "H", "H", "H", "C", "C", "O", "H", "H", "H", "H", "H", "H", "C", "C", "O", "H", "H", "H", "H", "H", "H"], "coordinates": [[3.232, -0.506, 0.499], [4.627, -0.058, 0.322], [4.779, 1.546, -0.052], [3.384, 2.261, -0.530], [2.044, 2.604, 1.025], [0.572, 3.837, 0.193], [-0.927, 3.165, 0.271], [-1.253, 1.915, -1.138], [-2.524, 0.741, -0.356], [-3.732, 1.479, 0.194], [-4.485, 0.440, 0.722], [-3.797, -0.914, 0.536], [-2.499, -0.719, -0.173], [3.244, -1.452, 0.834], [5.097, -0.745, -0.530], [5.200, -0.286, 1.326], [5.511, 1.584, -0.993], [5.353, 2.139, 0.804], [2.820, 1.646, -1.352], [3.642, 3.338, -0.958], [2.731, 3.409, 2.233], [1.445, 1.271, 1.639], [0.889, 4.132, -0.919], [0.565, 4.804, 0.893], [-1.805, 3.941, 0.340], [-0.945, 2.496, 1.260], [-4.262, -1.932, 0.945], [8.225, -3.217, -1.998], [7.726, -1.814, -1.719], [7.011, -1.788, -0.492], [7.387, -3.920, -2.047], [8.774, -3.254, -2.943], [8.883, -3.561, -1.193], [7.052, -1.482, -2.514], [8.559, -1.107, -1.655], [7.621, -2.076, 0.209], [3.512, 4.707, -4.448], [4.115, 5.594, -3.378], [4.779, 4.800, -2.406], [2.803, 4.000, -4.006], [2.993, 5.304, -5.202], [4.288, 4.113, -4.941], [3.334, 6.170, -2.873], [4.836, 6.295, -3.810], [5.476, 4.299, -2.864], [-2.820, -5.120, 2.732], [-3.743, -3.999, 3.163], [-4.444, -3.489, 2.038], [-2.103, -4.763, 1.984], [-2.268, -5.521, 3.586], [-3.387, -5.932, 2.266], [-3.170, -3.181, 3.608], [-4.470, -4.352, 3.900], [-4.957, -4.222, 1.655], [-3.292, -8.792, 4.859], [-4.215, -7.672, 5.290], [-4.917, -7.161, 4.166], [-2.576, -8.435, 4.112], [-2.740, -9.193, 5.714], [-3.859, -9.604, 4.393], [-3.642, -6.853, 5.736], [-4.943, -8.024, 6.028], [-5.429, -7.894, 3.783], [-6.799, -8.368, -0.087], [-5.867, -8.063, 1.067], [-5.755, -9.198, 1.913], [-7.791, -8.648, 0.283], [-6.900, -7.502, -0.746], [-6.427, -9.215, -0.672], [-6.253, -7.230, 1.662], [-4.869, -7.795, 0.706], [-5.402, -9.929, 1.378], [-0.169, 6.802, -6.907], [1.240, 7.307, -7.140], [2.153, 6.220, -7.132], [-0.235, 6.275, -5.949], [-0.885, 7.629, -6.906], [-0.457, 6.087, -7.684], [1.532, 8.005, -6.349], [1.317, 7.824, -8.101], [1.890, 5.611, -7.843], [1.375, 0.251, 5.449], [0.451, 1.372, 5.880], [-0.250, 1.882, 4.756], [2.091, 0.608, 4.702], [1.926, -0.150, 6.304], [0.807, -0.561, 4.983], [1.025, 2.190, 6.325], [-0.276, 1.019, 6.618], [-0.763, 1.149, 4.373], [-3.755, 6.205, -1.876], [-2.456, 6.898, -2.230], [-1.354, 6.084, -1.857], [-3.800, 5.999, -0.801], [-4.614, 6.822, -2.154], [-3.833, 5.241, -2.389], [-2.372, 7.851, -1.699], [-2.397, 7.096, -3.305], [-1.433, 5.244, -2.340]]}

=====

(2)
{"formula": "C22H30N2O4", "method": "ωB97M-V/def2-TZVPD", "e_homo_ha": -0.307, "total_charge": 0, "relative_energy_kj_mol": 278.12, "smiles": "Cc1ccc(OCc2cc(C(=O)N3CCC([C@@H](O)C(C)C)CC3)no2)cc1C", "e_tot_ha": -1266.759873, "elements": ["C", "C", "C", "C", "C", "O", "C", "C", "C", "C", "C", "O", "N", "C", "C", "C", "C", "O", "C", "C", "C", "C", "C", "N", "O", "C", "C", "C", "H", "H", "H", "H", "H", "H", "H", "H", "H", "H", "H", "H", "H", "H", "H", "H", "H", "H", "H", "H", "H", "H", "H", "H", "H", "H", "H", "H", "H", "H"], "coordinates": [[-6.226, -2.237, -2.077], [-5.815, -1.225, -1.051], [-5.112, -0.092, -1.423], [-4.715, 0.862, -0.499], [-5.027, 0.680, 0.839], [-4.703, 1.542, 1.856], [-3.919, 2.668, 1.562], [-2.547, 2.330, 1.063], [-1.720, 2.953, 0.173], [-0.563, 2.130, 0.150], [0.639, 2.471, -0.660], [0.772, 3.628, -1.033], [1.513, 1.502, -0.989], [1.505, 0.122, -0.568], [2.722, -0.169, 0.310], [4.014, 0.142, -0.450], [5.284, -0.108, 0.395], [4.970, 0.103, 1.754], [5.927, -1.493, 0.145], [5.023, -2.647, 0.570], [7.271, -1.593, 0.872], [3.952, 1.604, -0.902], [2.700, 1.857, -1.739], [-0.719, 1.118, 0.970], [-1.936, 1.236, 1.538], [-5.736, -0.456, 1.223], [-6.133, -1.406, 0.300], [-6.893, -2.616, 0.750], [-7.310, -2.352, -2.092], [-5.794, -3.211, -1.851], [-5.898, -1.934, -3.068], [-4.861, 0.059, -2.463], [-4.168, 1.727, -0.841], [-3.836, 3.203, 2.515], [-4.410, 3.328, 0.833], [-1.877, 3.848, -0.389], [0.592, -0.089, -0.015], [1.542, -0.506, -1.468], [2.694, -1.210, 0.623], [2.679, 0.451, 1.204], [4.068, -0.494, -1.341], [6.036, 0.639, 0.082], [5.774, -0.018, 2.269], [6.119, -1.562, -0.931], [4.169, -2.741, -0.096], [5.576, -3.584, 0.545], [4.662, -2.484, 1.583], [7.799, -2.490, 0.557], [7.900, -0.733, 0.651], [7.128, -1.657, 1.950], [4.832, 1.857, -1.497], [3.934, 2.248, -0.022], [2.621, 2.910, -2.013], [2.733, 1.249, -2.651], [-5.967, -0.575, 2.270], [-7.862, -2.666, 0.254], [-7.053, -2.593, 1.824], [-6.346, -3.525, 0.500]]}

=====

no.,maximum force (eV/A),frontier orbital gap (hartree),LUMO level (eV)
1,8.2,0.2052,1.66
2,1.1,0.3357,0.78